Computed, not measured: a single C14H19N3O3S molecule, with ωB97M-V/def2-TZVPD.

Cartesian coordinates (Å):
C 4.963 1.144 0.249
H 5.008 0.983 1.332
O 3.648 1.039 -0.237
C 3.003 -0.162 -0.137
C 3.551 -1.288 0.465
C 2.845 -2.479 0.495
C 1.596 -2.560 -0.086
C 1.046 -1.435 -0.679
C 1.719 -0.227 -0.702
C 1.100 0.989 -1.331
H 1.763 1.375 -2.109
H 0.146 0.719 -1.784
C 0.869 2.121 -0.322
N 0.055 1.663 0.789
S -1.607 1.718 0.579
O -1.946 2.571 -0.528
O -2.165 2.008 1.870
C -1.985 0.046 0.189
C -1.843 -1.000 1.078
N -2.209 -2.113 0.425
N -2.581 -1.850 -0.826
C -2.457 -0.544 -1.002
C -2.780 0.131 -2.284
H -3.803 -0.097 -2.578
H -2.664 1.204 -2.164
H -2.121 -0.225 -3.076
C -2.237 -3.458 0.921
H -3.007 -3.572 1.687
H -1.269 -3.725 1.346
H -2.466 -4.114 0.084
H -1.514 -1.000 2.095
H 0.277 2.096 1.671
H 1.828 2.464 0.063
H 0.365 2.950 -0.833
H 0.077 -1.501 -1.151
H 1.053 -3.494 -0.089
H 3.286 -3.344 0.968
H 4.532 -1.251 0.912
H 5.636 0.442 -0.252
H 5.278 2.163 0.026

## Properties
SMILES string   COc1ccccc1CCNS(=O)(=O)c1cn(C)nc1C
HOMO-LUMO gap   9.3 eV
Multiplicity   1
Highest occupied orbital energy   -8.615 eV

---

Computed, not measured: a molecular structure, C14H19N3Pt, with ωB97M-V/def2-TZVPD.

Cartesian coordinates (Å):
Pt -0.368 0.928 0.259
C 4.980 0.792 0.799
C 3.791 -0.195 0.934
C 4.125 -1.320 1.905
C 2.561 0.579 1.254
C 1.918 0.510 2.506
C 0.872 1.353 2.816
C 0.411 2.349 1.900
C -0.583 3.386 2.330
C 1.071 2.449 0.635
C 2.043 1.498 0.292
H 5.873 0.229 0.538
H 5.151 1.301 1.749
H 4.817 1.547 0.030
H 3.646 -0.629 -0.066
H 4.408 -0.931 2.885
H 4.977 -1.877 1.523
H 3.293 -2.015 2.027
H 2.276 -0.185 3.253
H 0.415 1.299 3.797
H -1.573 3.200 1.903
H -0.272 4.377 2.001
H -0.690 3.393 3.413
H 0.891 3.307 -0.003
H 2.531 1.573 -0.673
N -4.670 -2.211 1.011
C -4.072 -1.183 0.419
C -2.664 -0.978 0.459
N -2.134 0.066 -0.159
C -2.905 0.928 -0.850
C -4.284 0.732 -0.849
N -4.827 -0.283 -0.218
H -4.168 -2.958 1.455
H -5.676 -2.270 0.968
H -2.012 -1.666 0.981
H -2.434 1.719 -1.421
H -4.944 1.408 -1.379

## Properties
HOMO-LUMO gap (spin up / spin down)   8.2 / 4.8 eV
Multiplicity   3
Highest occupied orbital energy (spin up / spin down)   -15.325 / -15.272 eV
Charge   +2

---

What did we get for energy relative to the best compared isomer or geometry (same formula, charge and spin)? Answer: 190.76; 32.15 kJ/mol, in the order shown.